Entry 1:
Molecular formula: C6H19LiN5O4S2
Method: DFT, wB97M-V/def2-TZVPD

```
37
Properties=species:S:1:pos:R:3:forces:R:3
O 2.36570 0.96844 -0.13753 0.25 0.08 -0.04
H 1.23619 3.17318 -0.28647 -0.03 0.01 0.01
H -2.36015 -2.23299 -1.32034 -0.03 -0.01 0.02
C -1.29728 -2.52073 -1.25334 -0.12 -0.04 -0.02
H 1.00201 -2.50094 2.02036 0.00 -0.01 -0.02
C -0.59408 -2.10900 -2.54234 0.00 0.04 -0.05
O -1.14350 0.91524 -0.38238 -0.39 0.32 0.09
H -0.89408 -0.93500 -0.12981 -0.03 0.19 -0.06
H 3.10728 4.40216 1.50772 0.00 0.01 0.00
H 3.53356 4.89554 -0.14992 -0.01 -0.02 0.00
N -0.31652 -0.67862 -2.53858 0.03 -0.11 -0.14
N 0.38919 -0.52412 2.01497 -0.13 0.04 -0.09
O -2.70695 2.77737 -0.30135 0.00 0.02 -0.03
H 1.91010 5.19142 0.48036 0.00 0.00 0.01
H 1.12522 -0.22560 2.64152 0.02 0.04 -0.05
C 0.08136 -1.93923 2.19920 0.00 0.00 -0.01
N -0.63745 -1.91309 -0.12154 0.19 -0.18 0.13
H 4.68842 1.25920 0.34788 0.00 0.02 0.02
H 4.72358 2.95430 0.31913 0.00 0.00 0.02
H -1.96574 -2.06362 1.53157 -0.01 -0.02 -0.01
H 0.36207 -2.63907 -2.60755 -0.02 -0.01 0.01
H -1.26721 -3.61104 -1.15685 0.02 0.01 -0.02
S -1.33512 2.37960 -0.05985 -0.09 -0.05 0.04
C -0.97251 -2.40686 1.19706 -0.08 0.02 0.02
N 2.23459 3.22649 -0.00266 -0.08 -0.04 -0.13
Li 0.57942 0.45244 -0.00818 0.38 -0.39 0.16
S -0.81371 2.59931 1.87968 0.03 0.04 0.02
H -0.04463 -0.33935 -3.44991 0.01 -0.01 -0.02
H -0.26717 -2.18171 3.21392 0.01 -0.01 -0.01
H -0.99867 -3.50132 1.18902 0.02 0.01 0.01
O -0.36043 3.13590 -0.88464 0.02 0.04 0.03
C 2.88357 2.06944 0.10021 -0.09 0.01 0.05
H -1.21619 -2.44067 -3.38783 0.01 -0.02 0.00
N 4.20154 2.12075 0.53441 0.05 -0.04 -0.04
C 2.73626 4.48472 0.48277 -0.01 0.06 0.04
H -1.08951 -0.11331 -2.19812 0.07 0.02 0.02
H -0.39966 0.10161 2.19233 -0.01 -0.02 0.04
```
Forces are in eV/Å.

**DFT total energy**: -44051.983 eV
**Orbital gap**: 0.23904 Eh
**Charge**: -1
**ΔE to the lowest compared entry with this formula, charge and spin**: 30.04 kJ/mol

Entry 2:
Molecular formula: C23H29Cl5NO2P2Sc
Method: DFT, wB97M-V/def2-TZVPD

```
63
Properties=species:S:1:pos:R:3:forces:R:3
H -1.90917 0.36584 -3.44233 0.02 0.35 0.17
H -3.83878 -4.37968 -0.74923 0.44 0.35 0.00
Cl -2.68375 -0.34502 5.49576 -0.16 -0.11 0.32
C 1.97699 2.22726 -1.93137 0.43 -0.16 0.25
H 1.35651 -3.64255 -1.75633 -0.53 0.31 2.13
H -1.37714 -4.81939 -0.48875 -0.15 0.17 0.11
Cl -0.56820 4.46884 4.11864 -0.02 0.18 0.11
C -0.56404 2.28437 2.50938 -0.61 -0.77 0.95
Sc -0.08726 0.26977 0.18724 2.47 -0.10 -1.06
H 2.14610 -3.29537 2.46200 -0.08 0.20 0.18
C -1.44891 0.14571 3.13515 0.15 1.00 0.50
C 2.85319 3.30738 -1.86056 0.22 -0.12 0.08
C 1.90730 1.30820 -0.86313 -1.64 2.08 1.43
Cl 0.09123 3.30392 1.24847 0.02 0.09 0.22
C -1.76770 -3.80357 -0.52056 -1.00 -0.56 -0.21
C 3.20565 -1.94517 0.13298 0.52 -0.06 0.19
P -1.81970 1.44755 -1.25871 -1.41 -0.09 -0.80
H -3.55799 3.13442 -1.39382 0.17 -0.01 0.14
C -3.55973 -2.23188 -0.74229 -0.30 0.98 -0.13
H 3.86279 -1.20613 0.61078 -0.02 -0.18 -0.10
H 4.08817 2.81497 1.28776 -0.18 0.03 -0.24
N -1.30771 -1.43071 -0.50663 -0.54 0.07 0.25
H 1.32231 2.09453 -2.79777 0.20 0.01 0.10
H -3.94789 0.31609 -1.48188 0.09 -0.11 0.28
H 0.73992 -4.01956 0.27973 -0.17 0.33 0.14
H 2.94331 3.99996 -2.70204 -0.10 -0.17 0.28
H 3.55510 -2.94741 0.40939 -0.02 0.13 -0.03
Cl -1.99983 2.62678 6.23178 -0.10 0.17 0.34
C 1.63332 -2.32306 2.47242 0.66 0.12 0.32
O 1.74987 -3.60018 -2.61387 0.14 0.01 -1.91
H 3.31621 -1.83650 -0.95513 -0.24 -0.01 0.47
H -3.03782 1.76487 -3.34466 0.36 -0.15 0.08
H 0.62418 -2.44580 2.88639 0.37 0.10 -0.24
C 2.63182 1.55867 0.31444 1.07 0.28 -0.32
H 1.92195 -1.94834 -2.84141 -0.47 -0.32 0.10
H 2.18988 -1.60297 3.08537 0.00 -0.27 0.13
C -0.86191 -2.74087 -0.32231 0.73 0.79 0.20
H 1.43998 0.20560 -1.08264 -0.10 -0.31 0.14
H 2.86749 -0.72472 -3.02578 -0.05 0.20 -0.29
C 0.44947 -2.97292 0.10859 0.24 -0.05 -0.70
C 3.50840 2.64399 0.37810 0.05 -0.35 -0.11
C -2.62198 3.01433 -0.83368 -0.03 0.41 0.02
H -1.93521 3.83147 -1.08454 -0.22 -0.07 0.07
C -2.63462 -1.19843 -0.68142 -0.32 -1.15 -0.04
C 3.64310 3.50489 -0.71546 0.03 0.12 -0.12
C -0.77311 0.93392 2.20282 -0.47 0.27 0.44
C -1.85105 0.65287 4.38878 0.45 0.51 -0.68
H 0.99844 -3.89740 -3.15154 0.37 0.06 -0.24
C -3.11263 -3.55763 -0.67831 0.38 -0.48 -0.06
C -2.03461 1.39537 -3.07288 0.22 0.09 -0.27
H 4.36316 4.33181 -0.67695 -0.40 -0.34 -0.01
H 1.64095 -0.53479 -1.92379 -1.21 -0.62 0.92
Cl -1.83201 -1.50102 2.71482 -0.08 0.11 0.14
P 1.50459 -1.68308 0.76044 -1.11 -1.18 -0.15
C -3.12816 0.23034 -0.75233 0.00 0.21 -0.01
C -0.91091 2.82899 3.75754 -0.27 -0.84 -0.04
H 2.52249 0.91204 1.19171 0.01 0.24 -0.21
O 1.92139 -0.94358 -2.92547 1.30 -0.57 -1.50
H -3.52754 0.54012 0.22852 0.20 -0.08 -0.21
H -1.26776 2.03638 -3.53297 -0.28 -0.22 -0.01
H -2.82727 3.05809 0.24167 0.09 -0.01 -0.19
H -4.62036 -1.97993 -0.84344 0.41 -0.19 0.00
C -1.56051 1.99834 4.71335 0.49 -0.34 -1.35
```
Forces are in eV/Å.

**DFT total energy**: -131793.229 eV
**Orbital gap (spin up / spin down)**: 0.16857 / 0.17107 Eh
**ΔE to the lowest compared entry with this formula, charge and spin**: 0.00 kJ/mol

> Among the records above, which one has the highest DFT total energy?

C6H19LiN5O4S2

> Look up the ΔE to the lowest compared entry with this formula, charge and spin of the second one.

0.00 kJ/mol